The following is a quantum chemistry calculation of a cluster of 2 separate species, C5H12N2O in total, from OMol25.

```
20
Properties=species:S:1:pos:R:3:forces:R:3
C -0.18929 -1.22326 1.55411 -0.044 -0.582 -0.133
C 1.25024 -0.87263 1.83578 -0.032 0.017 0.106
N 2.01080 -1.87110 2.36416 0.060 -0.012 -0.028
O 1.71727 0.22509 1.60957 -0.021 0.124 -0.038
H -0.47218 -2.19793 1.95886 0.054 0.087 0.091
H -0.31671 -1.28634 0.47156 -0.042 0.228 0.026
H -0.85891 -0.47160 1.95756 0.046 0.172 -0.047
H 1.66322 -2.80296 2.48967 -0.016 0.013 -0.021
H 2.99609 -1.69630 2.46536 -0.006 -0.028 0.031
C -1.72689 -0.24454 -2.59465 -0.041 -0.034 -0.001
C -0.74219 0.51379 -2.11041 0.034 -0.052 -0.005
N -0.71085 1.13903 -0.89028 -0.182 -0.040 0.023
C 0.09528 2.32236 -0.65555 0.003 -0.110 0.094
H -2.65891 -0.37018 -2.05699 -0.026 -0.061 -0.041
H -1.59703 -0.74281 -3.54292 -0.074 -0.032 0.023
H 0.16903 0.62365 -2.68544 0.089 0.116 -0.027
H -1.55881 1.05651 -0.34892 0.117 0.096 -0.051
H -0.52800 3.19032 -0.43719 -0.022 0.063 -0.011
H 0.78995 2.16040 0.16617 0.039 0.018 0.092
H 0.66790 2.54852 -1.55046 0.065 0.014 -0.085
```
Forces are in eV/Å.

Summary:
HOMO, Eh: -0.283
Relative energy (zero: lowest compared OMol25 entry of this formula, charge and spin), kcal/mol: 32.0